Entry 1:
Density functional theory data (the ωB97M-V functional and the def2-TZVPD basis) for an isolated molecule of CH3NO3 in a non-equilibrium geometry.

The geometry in XYZ format:
```
8
Properties=species:S:1:pos:R:3:forces:R:3:lowdin_charge:R:1
O 1.12246 -1.22936 0.13321 1.058 -1.854 -0.493 0.109
N 0.97302 -0.06226 -0.00771 -2.064 1.555 1.949 -0.430
O 1.78190 0.80963 0.02344 1.852 0.924 -0.516 0.094
C -0.44564 0.45019 0.04123 -1.555 -1.526 -2.660 -0.088
O -1.30273 -0.74448 0.04413 -0.594 3.841 0.570 -0.045
H -0.68596 1.05650 0.90073 0.470 -0.446 0.738 0.124
H -0.49104 1.26403 -0.81668 -0.314 -2.251 0.996 0.167
H -0.95200 -1.54426 -0.31835 1.147 -0.243 -0.583 0.067
```
Forces are in eV/Å.

Output
orbital gap	0.4197	hartree
multiplicity	1
LUMO level	0.11	eV
ΔE to the lowest compared entry with this formula, charge and spin	247.5	kJ/mol
maximum force	3.928	eV/Å
structure (SMILES)	O=[N+]([O-])CO
total charge	0
HOMO energy	-11.31	eV



Entry 2:
Density functional theory data (the ωB97M-V functional and the def2-TZVPD basis) for a cluster of 2 separate species, CH3NO3 in total in a non-equilibrium geometry.

The geometry in XYZ format:
```
8
Properties=species:S:1:pos:R:3:forces:R:3:lowdin_charge:R:1
N 1.34264 0.77067 -0.33768 -0.123 0.455 -0.794 0.195
C 1.78877 -0.29463 -0.03032 1.457 -0.380 1.792 -0.414
O 2.43585 -1.17118 0.41615 -0.788 -0.002 -0.958 0.128
H 0.42217 1.13401 -0.18183 -0.450 -0.130 -0.059 0.046
O -1.46128 -0.79742 -0.02684 0.692 -1.575 0.966 -0.099
O -1.53987 0.62063 0.07727 0.356 0.586 0.901 -0.108
H -1.01801 -1.14952 0.83031 -1.083 1.615 -1.802 0.146
H -1.97028 0.88743 -0.74706 -0.061 -0.569 -0.046 0.106
```
Forces are in eV/Å.

Output
orbital gap	0.4143	hartree
multiplicity	1
LUMO level	0.54	eV
ΔE to the lowest compared entry with this formula, charge and spin	184.2	kJ/mol
maximum force	2.651	eV/Å
structure (SMILES)	N=C=O.OO
total charge	0
HOMO energy	-10.73	eV



Entry 3:
Density functional theory data (the ωB97M-V functional and the def2-TZVPD basis) for a cluster of 2 separate species, CH3NO3S in total in a non-equilibrium geometry.

The geometry in XYZ format:
```
9
Properties=species:S:1:pos:R:3:forces:R:3:lowdin_charge:R:1
C -3.27325 0.15859 -0.42957 -0.363 -0.956 0.054 -0.023
N 1.45755 -1.09276 0.03037 0.201 -2.027 0.555 -0.202
O -2.93312 1.21887 -0.49768 0.235 1.002 -0.070 0.030
O -0.02212 0.88891 0.73197 0.532 0.816 2.118 -0.388
O 0.14965 0.35114 -1.52422 -0.487 -1.322 -0.110 -0.454
S -0.04880 -0.42880 -0.30925 2.092 1.933 0.290 0.803
H 0.66888 1.29351 1.39030 -1.459 -1.998 -2.008 0.127
H 1.85140 -1.97252 0.45229 -1.896 0.965 -0.634 0.094
H 2.14980 -0.41694 0.15579 1.145 1.588 -0.195 0.012
```
Forces are in eV/Å.

Output
orbital gap	0.3961	hartree
multiplicity	1
LUMO level	0.39	eV
ΔE to the lowest compared entry with this formula, charge and spin	186.3	kJ/mol
maximum force	3.187	eV/Å
total charge	0
HOMO energy	-10.39	eV



Entry 4:
Density functional theory data (the ωB97M-V functional and the def2-TZVPD basis) for an isolated molecule of CH3NO3S in a non-equilibrium geometry.

The geometry in XYZ format:
```
9
Properties=species:S:1:pos:R:3:forces:R:3:lowdin_charge:R:1
O -1.26479 -1.34951 1.32203 -2.088 -0.671 2.904 -0.316
S -0.87467 -1.18741 0.00335 1.817 1.015 -3.135 0.609
O -1.33880 -0.04027 -0.77082 0.564 -1.083 0.293 -0.369
N 0.79249 -1.23632 0.19918 -0.057 1.132 -1.466 -0.086
C 1.62931 -0.29712 -0.12311 1.304 -2.616 1.709 -0.310
O 1.65738 0.81058 -0.80669 -1.087 0.461 -0.207 0.114
H -1.13887 -2.37195 -0.74590 0.451 1.295 0.761 0.102
H 2.63199 -0.50891 0.31772 -0.569 0.333 -0.574 0.144
H 0.75906 1.03938 -1.08612 -0.334 0.134 -0.284 0.112
```
Forces are in eV/Å.

Output
orbital gap	0.4123	hartree
multiplicity	1
LUMO level	0.43	eV
ΔE to the lowest compared entry with this formula, charge and spin	161.6	kJ/mol
maximum force	3.763	eV/Å
structure (SMILES)	O=[SH](=O)/N=C\O
total charge	0
HOMO energy	-10.79	eV



Entry 5:
Density functional theory data (the ωB97M-V functional and the def2-TZVPD basis) for an isolated molecule of CH3NO3S in a non-equilibrium geometry.

The geometry in XYZ format:
```
9
Properties=species:S:1:pos:R:3:forces:R:3:lowdin_charge:R:1
C -0.27135 -1.28001 0.64865 9.825 -4.410 -1.241 -0.476
N 0.54492 -0.27572 0.19777 -2.208 3.956 1.387 -0.107
O -1.42006 -1.19425 0.90970 -8.699 0.467 1.844 0.177
O 0.97195 2.15464 -0.39248 -0.200 -0.288 0.180 -0.317
O -0.58763 0.81003 -1.72566 -1.608 0.092 -1.550 -0.290
S -0.06265 1.16785 -0.47545 4.310 -1.272 -1.092 0.674
H 0.39896 -2.30700 0.62249 -2.343 1.789 0.068 0.207
H 1.36785 -0.60380 -0.14916 2.841 -0.425 -1.311 0.073
H -0.94198 1.52828 0.36414 -1.918 0.091 1.715 0.060
```
Forces are in eV/Å.

Output
orbital gap (spin up / spin down)	0.2360 / 0.2704	hartree
multiplicity	3
⟨S²⟩	2.007
LUMO level (spin up / spin down)	0.59 / -3.79	eV
ΔE to the lowest compared entry with this formula, charge and spin	261.9	kJ/mol
maximum force	10.840	eV/Å
total charge	0
HOMO energy (spin up / spin down)	-5.83 / -11.15	eV



Entry 6:
Density functional theory data (the ωB97M-V functional and the def2-TZVPD basis) for an isolated molecule of CH3NO4 in a non-equilibrium geometry.

The geometry in XYZ format:
```
9
Properties=species:S:1:pos:R:3:forces:R:3:lowdin_charge:R:1
C -0.03283 -0.97292 -1.12366 0.044 -0.838 0.330 -0.098
O -0.24540 0.35728 -0.76610 -0.764 1.104 2.232 -0.093
O -0.74356 0.38240 0.67384 0.259 -0.424 -2.145 0.036
N 0.12473 1.20124 1.46360 -0.046 -0.537 -1.026 -0.443
O 1.12423 1.55365 0.96362 1.230 0.508 -0.479 0.155
O -0.32470 1.38382 2.53277 -0.735 0.075 1.235 0.153
H 0.31765 -0.90400 -2.15333 -0.015 0.024 -0.019 0.105
H -0.95759 -1.55526 -1.08479 0.077 0.022 -0.043 0.091
H 0.73748 -1.44622 -0.50594 -0.049 0.067 -0.085 0.096
```
Forces are in eV/Å.

Output
orbital gap	0.4344	hartree
multiplicity	1
LUMO level	0.50	eV
ΔE to the lowest compared entry with this formula, charge and spin	470.7	kJ/mol
maximum force	2.605	eV/Å
structure (SMILES)	COO[N+](=O)[O-]
total charge	0
HOMO energy	-11.33	eV



Entry 7:
Density functional theory data (the ωB97M-V functional and the def2-TZVPD basis) for a cluster of 2 separate species, CH3NO4S in total in a non-equilibrium geometry.

The geometry in XYZ format:
```
10
Properties=species:S:1:pos:R:3:forces:R:3:lowdin_charge:R:1
C -1.46265 -0.08703 -0.01293 1.523 1.180 -1.606 -0.019
N 0.01923 1.67638 -0.00714 1.472 2.804 -1.022 -0.054
O 1.11348 2.14660 0.21257 -2.644 -2.270 0.215 0.027
O 1.44261 -2.14441 0.68451 0.222 1.167 0.332 -0.427
O 2.15354 -0.75005 -1.13773 0.026 0.669 0.313 -0.417
O -0.23963 0.44443 0.47210 2.963 -0.289 0.558 -0.247
S 1.94746 -0.84419 0.28296 0.171 -2.126 -0.608 0.881
H -1.80671 -0.36143 0.91223 -2.532 -1.092 1.394 0.081
H -1.36013 -0.79908 -0.80700 0.696 -1.290 0.280 0.097
H -1.80720 0.71878 -0.59958 -1.898 1.247 0.143 0.079
```
Forces are in eV/Å.

Output
orbital gap	0.3669	hartree
multiplicity	1
LUMO level	-0.74	eV
ΔE to the lowest compared entry with this formula, charge and spin	189.6	kJ/mol
maximum force	3.492	eV/Å
total charge	0
HOMO energy	-10.72	eV



Entry 8:
Density functional theory data (the ωB97M-V functional and the def2-TZVPD basis) for an isolated molecule of CH3NOP2 in a non-equilibrium geometry.

The geometry in XYZ format:
```
8
Properties=species:S:1:pos:R:3:forces:R:3:lowdin_charge:R:1
C -2.09239 0.09568 -0.57831 -0.954 0.974 -0.751 -0.729
N 0.67715 -1.09026 -1.32561 -0.414 -0.655 -3.184 -0.323
O -2.95748 0.84697 -0.20736 -0.120 0.015 0.228 -0.029
P -1.59864 -1.37815 0.27481 0.593 -1.448 0.491 0.810
P 0.40827 -0.61794 0.08859 0.329 0.468 3.528 0.277
H -1.56752 0.21666 -1.52132 0.235 0.496 -0.632 0.044
H 0.26953 0.73022 0.62671 0.539 -0.579 -0.313 -0.018
H 1.26888 -1.36767 0.93097 -0.208 0.728 0.633 -0.031
```
Forces are in eV/Å.

Output
orbital gap (spin up / spin down)	0.2769 / 0.2833	hartree
multiplicity	1
LUMO level (spin up / spin down)	-2.33 / -1.74	eV
ΔE to the lowest compared entry with this formula, charge and spin	319.4	kJ/mol
maximum force	3.574	eV/Å
total charge	0
HOMO energy (spin up / spin down)	-9.86 / -9.44	eV



Entry 9:
Density functional theory data (the ωB97M-V functional and the def2-TZVPD basis) for an isolated molecule of CH3NOP2S in a non-equilibrium geometry.

The geometry in XYZ format:
```
9
Properties=species:S:1:pos:R:3:forces:R:3:lowdin_charge:R:1
C -0.63479 1.06388 -0.39165 3.521 -0.745 0.101 -0.440
N 0.59957 1.50194 -0.49988 -3.670 0.035 0.740 -0.476
O -0.03713 -1.54587 -0.68172 0.553 -1.093 -0.186 -0.525
P -1.14173 -0.58043 -0.67819 -1.695 -1.171 0.505 0.744
P 2.16757 -0.87746 1.17557 -0.445 -0.039 0.068 0.451
S 1.95925 0.77465 -0.12604 2.682 -0.565 0.001 0.426
H -1.37822 1.72778 -0.53903 -2.350 2.559 -0.589 0.012
H -2.36894 -1.06235 0.07631 1.230 0.846 -0.555 0.010
H 0.83442 -1.00214 1.66461 0.172 0.173 -0.085 -0.202
```
Forces are in eV/Å.

Output
orbital gap (spin up / spin down)	0.2632 / 0.2436	hartree
multiplicity	3
⟨S²⟩	2.013
LUMO level (spin up / spin down)	-0.15 / -2.43	eV
ΔE to the lowest compared entry with this formula, charge and spin	87.6	kJ/mol
maximum force	3.744	eV/Å
total charge	0
HOMO energy (spin up / spin down)	-7.31 / -9.06	eV



Entry 10:
Density functional theory data (the ωB97M-V functional and the def2-TZVPD basis) for an isolated molecule of CH3NOS in a non-equilibrium geometry.

The geometry in XYZ format:
```
7
Properties=species:S:1:pos:R:3:forces:R:3:lowdin_charge:R:1
C -0.69986 -0.11620 0.02000 0.842 -0.816 -3.895 -0.112
N 0.70975 0.03293 0.01301 2.871 7.344 -0.191 -0.727
O 1.02845 1.62258 0.03887 -1.161 -6.365 -0.164 -0.236
S 1.85002 -1.01131 0.06113 -0.049 -0.273 -0.083 0.829
H -0.83150 -1.09515 0.28193 -1.127 -2.423 1.315 0.044
H -1.08008 -0.07068 -1.05227 0.429 0.561 1.344 0.141
H -0.97679 0.63784 0.63732 -1.804 1.972 1.674 0.060
```
Forces are in eV/Å.

Output
orbital gap (spin up / spin down)	0.2834 / 0.2812	hartree
multiplicity	1
LUMO level (spin up / spin down)	-1.96 / -1.96	eV
ΔE to the lowest compared entry with this formula, charge and spin	527.6	kJ/mol
maximum force	7.888	eV/Å
structure (SMILES)	C[N+]([O-])=S
total charge	0
HOMO energy (spin up / spin down)	-9.67 / -9.62	eV



Entry 11:
Density functional theory data (the ωB97M-V functional and the def2-TZVPD basis) for a cluster of 2 separate species, CH3NOS in total in a non-equilibrium geometry.

The geometry in XYZ format:
```
7
Properties=species:S:1:pos:R:3:forces:R:3:lowdin_charge:R:1
C 0.36548 0.14805 0.13171 0.579 0.923 0.597 -0.166
N 0.17349 -1.05553 0.39326 1.343 -1.239 0.895 0.019
H 0.78235 0.87580 0.85828 -0.912 -0.487 0.148 0.069
H 0.20088 0.54950 -0.82851 0.169 0.573 -1.518 0.041
H 0.19170 -1.64499 -0.43897 -1.187 0.235 -0.101 0.046
O -3.07929 -0.61860 -0.57096 -0.214 0.213 0.144 -0.711
S -3.95950 0.27815 0.21946 0.221 -0.218 -0.165 0.702
```
Forces are in eV/Å.

Output
orbital gap (spin up / spin down)	0.2857 / 0.2869	hartree
multiplicity	1
LUMO level (spin up / spin down)	-1.61 / -1.60	eV
ΔE to the lowest compared entry with this formula, charge and spin	338.4	kJ/mol
maximum force	2.035	eV/Å
structure (SMILES)	C=N.O=S
total charge	0
HOMO energy (spin up / spin down)	-9.39 / -9.40	eV



Entry 12:
Density functional theory data (the ωB97M-V functional and the def2-TZVPD basis) for a cluster of 2 separate species, CH3NOS in total in a non-equilibrium geometry.

The geometry in XYZ format:
```
7
Properties=species:S:1:pos:R:3:forces:R:3:lowdin_charge:R:1
C 0.79696 -0.29095 -0.24515 0.236 -2.042 -0.824 -0.766
N -0.15220 0.38033 0.33765 -0.957 2.188 1.012 -0.220
O -1.45409 0.02542 0.58944 -2.235 -1.878 -4.524 -0.141
S 2.35878 0.15584 -0.03299 0.292 -0.148 -0.468 0.568
H 0.41987 -1.18325 -0.83990 0.604 0.972 0.719 0.098
H 0.14910 1.27352 0.77995 -0.731 -0.883 -0.327 0.146
H -2.11842 -0.36091 -0.58900 2.792 1.791 4.412 0.315
```
Forces are in eV/Å.

Output
orbital gap	0.2794	hartree
multiplicity	1
LUMO level	-1.03	eV
ΔE to the lowest compared entry with this formula, charge and spin	446.9	kJ/mol
maximum force	5.520	eV/Å
total charge	0
HOMO energy	-8.63	eV